No. 1
ORCA calculation (ωB97M-V/def2-TZVPD) on a cluster of 2 separate species, C5H15NO in total at a distorted geometry.

**LUMO energy**: 0.0325 Eh
**E_HOMO**: -8.4 eV
**HOMO-LUMO gap**: 0.34109 Ha
**SMILES**: CCCN(C)C.O

Each line ends with the Löwdin charge.
Atoms and positions in Å:
1 C -0.974 0.704 1.407  -0.2467
2 C -0.003 1.510 2.247  -0.1075
3 C -0.627 0.618 -0.075  -0.2270
4 N 0.701 0.032 -0.224  -0.2707
5 C 0.762 -1.399 -0.089  -0.1128
6 C 1.475 0.517 -1.366  -0.0798
7 H -2.011 1.014 1.562  0.1052
8 H -1.067 -0.335 1.757  0.0982
9 H 0.839 0.932 2.603  0.0649
10 H 0.360 2.423 1.776  0.0731
11 H -0.517 1.884 3.136  0.0660
12 H -0.623 1.571 -0.603  0.1154
13 H -1.401 0.018 -0.576  0.0952
14 H 1.734 -1.753 0.267  0.0881
15 H 0.678 -1.908 -1.065  0.0641
16 H -0.049 -1.786 0.526  0.0848
17 H 0.970 1.310 -1.910  0.0796
18 H 2.465 0.809 -1.007  0.0802
19 H 1.702 -0.322 -2.036  0.0726
20 H -1.295 -2.693 -2.230  0.0320
21 H -1.297 -1.256 -1.798  -0.0182
22 O -1.822 -1.891 -2.300  -0.0570



No. 2
ORCA calculation (ωB97M-V/def2-TZVPD) on a cluster of 2 separate species, C5H15NO in total at a distorted geometry.

**LUMO energy**: 0.0332 Eh
**E_HOMO**: -9.2 eV
**HOMO-LUMO gap**: 0.37275 Ha
**SMILES**: CC(C)CCN.O

Each line ends with the Löwdin charge.
Atoms and positions in Å:
1 C -1.742 0.276 -0.777  -0.2732
2 C -0.604 -0.149 0.154  -0.1769
3 C 0.675 0.713 -0.028  -0.4382
4 C 1.831 0.124 0.806  -0.0834
5 C 0.435 2.160 0.383  -0.0855
6 N -2.092 -0.717 -1.798  -0.0115
7 H -2.639 0.465 -0.188  0.1071
8 H -1.516 1.202 -1.306  0.1016
9 H -0.240 -1.147 -0.053  0.0609
10 H -0.763 -0.057 1.235  0.1168
11 H 1.025 0.666 -1.056  0.1289
12 H 1.483 -0.327 1.741  0.0753
13 H 2.503 -0.505 0.234  0.0766
14 H 2.425 0.955 1.194  0.0670
15 H -0.441 2.611 -0.085  0.0677
16 H 0.136 2.159 1.442  0.0862
17 H 1.345 2.754 0.320  0.0769
18 H -1.365 -0.801 -2.492  0.0617
19 H -2.379 -1.583 -1.365  0.0619
20 H 0.288 -2.832 -0.168  0.0067
21 H 0.795 -2.725 1.306  0.0255
22 O 0.838 -3.242 0.501  -0.0521



No. 3
ORCA calculation (ωB97M-V/def2-TZVPD) on a cluster of 2 separate species, C5H15NO in total at a distorted geometry.

**LUMO energy**: 0.0297 Eh
**E_HOMO**: -8.5 eV
**HOMO-LUMO gap**: 0.34120 Ha
**SMILES**: CNCC(C)C.O

Each line ends with the Löwdin charge.
Atoms and positions in Å:
1 C 1.544 -1.414 -0.875  -0.1269
2 N 0.140 -1.094 -0.994  -0.1378
3 C -0.425 -0.303 0.108  -0.2266
4 C -1.590 0.598 -0.366  -0.4341
5 C -1.153 1.365 -1.622  -0.0887
6 C -1.976 1.542 0.755  -0.0928
7 H 1.807 -2.327 -1.397  0.0759
8 H 2.114 -0.595 -1.293  0.0756
9 H 1.819 -1.555 0.169  0.0535
10 H -0.527 -1.810 -1.227  0.1047
11 H -0.719 -0.967 0.928  0.1175
12 H 0.331 0.428 0.397  0.1177
13 H -2.428 -0.044 -0.664  0.1294
14 H -1.847 2.192 -1.767  0.0689
15 H -0.174 1.820 -1.486  0.0779
16 H -1.143 0.741 -2.518  0.0704
17 H -2.110 0.969 1.675  0.0755
18 H -1.151 2.212 0.993  0.0788
19 H -2.817 2.193 0.535  0.0750
20 H 3.631 -1.471 3.628  0.0338
21 H 3.153 -1.547 2.184  0.0170
22 O 3.520 -0.933 2.835  -0.0649



No. 4
ORCA calculation (ωB97M-V/def2-TZVPD) on a cluster of 2 separate species, C5H15NO in total at a distorted geometry.

**LUMO energy**: 0.0252 Eh
**E_HOMO**: -8.0 eV
**HOMO-LUMO gap**: 0.32029 Ha
**SMILES**: CCN(C)CC.O

Each line ends with the Löwdin charge.
Atoms and positions in Å:
1 C -0.328 -0.981 0.572  -0.0887
2 C 0.681 0.067 1.039  -0.2483
3 N 1.388 0.665 -0.092  -0.2528
4 C 0.896 1.074 -1.402  -0.2630
5 C 0.453 -0.047 -2.332  -0.0943
6 C 2.273 1.703 0.431  -0.1172
7 H -0.866 -0.562 -0.274  0.0401
8 H 0.174 -1.877 0.200  0.0790
9 H -1.145 -1.248 1.244  0.0675
10 H 1.428 -0.367 1.692  0.1088
11 H 0.079 0.877 1.482  0.1146
12 H 1.681 1.658 -1.866  0.1002
13 H 0.117 1.844 -1.238  0.1189
14 H 0.522 0.215 -3.389  0.0707
15 H -0.565 -0.342 -2.089  0.0503
16 H 1.105 -0.903 -2.207  0.0752
17 H 3.099 1.848 -0.248  0.0766
18 H 2.647 1.380 1.406  0.0761
19 H 1.741 2.644 0.656  0.0870
20 H -5.066 -3.265 1.857  0.0302
21 H -4.824 -1.967 2.549  0.0315
22 O -5.488 -2.414 2.008  -0.0622



No. 5
ORCA calculation (ωB97M-V/def2-TZVPD) on a cluster of 2 separate species, C5H15NO in total at a distorted geometry.

**LUMO energy**: 0.0354 Eh
**E_HOMO**: -8.6 eV
**HOMO-LUMO gap**: 0.35144 Ha
**SMILES**: CCN(C)CC.O

Each line ends with the Löwdin charge.
Atoms and positions in Å:
1 C 1.947 -0.241 1.558  -0.0890
2 C 1.330 0.531 0.404  -0.2742
3 N 0.067 0.038 -0.094  -0.2752
4 C -0.421 0.965 -1.115  -0.2640
5 C -1.852 0.667 -1.612  -0.0801
6 C 0.056 -1.340 -0.604  -0.0706
7 H 1.483 -0.040 2.516  0.0679
8 H 2.113 -1.299 1.425  0.0631
9 H 2.925 0.240 1.666  0.0750
10 H 2.135 0.517 -0.351  0.1157
11 H 1.119 1.562 0.676  0.1176
12 H 0.249 0.963 -1.987  0.1162
13 H -0.497 1.947 -0.649  0.1125
14 H -2.412 0.259 -0.767  0.0663
15 H -1.789 -0.192 -2.287  0.0611
16 H -2.328 1.499 -2.111  0.0718
17 H 0.835 -1.381 -1.389  0.0933
18 H -0.892 -1.602 -1.049  0.0714
19 H 0.446 -1.955 0.204  0.0733
20 H -1.004 -0.777 2.273  0.0194
21 H -1.805 -0.224 1.168  -0.0058
22 O -1.706 -0.136 2.123  -0.0657



No. 6
ORCA calculation (ωB97M-V/def2-TZVPD) on a cluster of 2 separate species, C5H15NO in total at a distorted geometry.

**LUMO energy (spin up / spin down)**: -0.1140 / -0.3057 Eh
**Multiplicity**: 2
**Net charge**: +1
**E_HOMO (spin up / spin down)**: -14.4 / -14.4 eV
**HOMO-LUMO gap (spin up / spin down)**: 0.41429 / 0.22254 Ha

Each line ends with the Mulliken spin population.
Atoms and positions in Å:
1 C -0.121 -1.484 -2.109  0.0285
2 N -0.039 -1.092 -0.663  0.7283
3 C 0.757 0.156 -0.507  0.0720
4 C 1.406 0.320 0.919  0.0016
5 C 0.200 0.107 1.972  0.0097
6 C 1.843 1.858 1.100  0.0032
7 H -0.652 -0.857 -2.896  0.0065
8 H 1.006 -1.641 -2.451  0.0595
9 H -0.514 -2.603 -2.361  0.0016
10 H 0.389 -1.801 -0.100  -0.0063
11 H 1.463 0.505 -1.276  0.0412
12 H -0.010 0.895 -0.900  0.0569
13 H 2.058 -0.557 1.070  -0.0028
14 H -0.002 -0.990 2.042  0.0013
15 H 0.514 0.654 2.925  -0.0006
16 H -0.776 0.451 1.450  -0.0002
17 H 2.519 1.943 1.908  -0.0004
18 H 2.113 2.151 0.038  -0.0006
19 H 0.994 2.515 1.414  0.0006
20 H -4.338 -0.788 -0.108  -0.0001
21 H -4.395 0.603 -0.501  0.0000
22 O -4.415 -0.346 -0.965  0.0001



No. 7
ORCA calculation (ωB97M-V/def2-TZVPD) on a cluster of 3 separate species, C5H15NO2 in total at a distorted geometry.

**LUMO energy (spin up / spin down)**: 0.1306 / 0.1244 Eh
**Multiplicity**: 2
**Net charge**: -1
**E_HOMO (spin up / spin down)**: 0.9 / -5.9 eV
**HOMO-LUMO gap (spin up / spin down)**: 0.09932 / 0.34121 Ha

Each line ends with the Mulliken spin population.
Atoms and positions in Å:
1 C 2.328 0.028 1.019  0.6832
2 N 1.217 0.897 0.716  -0.2491
3 C -0.044 0.169 0.286  -0.5343
4 C 0.191 -1.066 -0.610  0.5294
5 C -0.901 -1.176 -1.714  0.0403
6 C -1.083 -2.326 -2.401  -0.0751
7 H 3.256 0.608 1.034  -0.0898
8 H 2.427 -0.870 0.267  -0.0712
9 H 2.059 -0.422 1.984  -0.2554
10 H 1.413 1.403 -0.111  0.1054
11 H -0.687 0.832 -0.306  -0.0842
12 H -0.475 -0.102 1.316  0.3737
13 H 0.115 -1.999 0.054  -0.1317
14 H 1.136 -1.150 -1.021  0.1437
15 H -1.492 -0.263 -2.055  0.0093
16 H -0.522 -3.244 -2.193  -0.0413
17 H -1.916 -2.544 -3.061  -0.0221
18 H 0.941 3.351 -1.052  -0.0277
19 H -0.057 4.037 -0.282  -0.0374
20 O 0.229 3.951 -1.195  0.1439
21 H -2.991 -0.650 2.641  -0.1902
22 H -2.112 0.239 3.440  -0.1837
23 O -3.032 0.297 3.246  0.9641



No. 8
ORCA calculation (ωB97M-V/def2-TZVPD) on a cluster of 3 separate species, C5H15NO2 in total at a distorted geometry.

**LUMO energy**: 0.0267 Eh
**E_HOMO**: -7.6 eV
**HOMO-LUMO gap**: 0.30774 Ha
**SMILES**: CCC/C=C/N.O.O

Each line ends with the Löwdin charge.
Atoms and positions in Å:
1 C -1.243 -2.591 0.408  -0.1291
2 C -1.820 -1.293 1.121  -0.2171
3 C -0.525 -0.368 1.349  -0.2341
4 C -0.356 0.631 0.271  -0.1362
5 C -1.242 0.833 -0.748  -0.1927
6 N -1.017 1.915 -1.610  0.0130
7 H -1.029 -3.413 1.130  0.0747
8 H -0.564 -2.449 -0.363  0.0344
9 H -2.030 -3.039 -0.270  0.0717
10 H -2.520 -0.892 0.394  0.0498
11 H -2.353 -1.443 2.109  0.1107
12 H -0.557 0.085 2.300  0.0690
13 H 0.333 -1.167 1.454  0.1294
14 H 0.600 1.016 0.231  0.0737
15 H -2.272 0.408 -1.071  0.1391
16 H -1.931 2.303 -1.968  0.1103
17 H -0.331 2.483 -1.257  0.0327
18 H 4.817 -2.668 1.158  0.0403
19 H 5.426 -3.715 2.131  0.0138
20 O 5.284 -3.515 1.219  -0.0542
21 H 1.835 5.778 -2.590  0.0457
22 H 0.430 5.923 -2.677  0.0424
23 O 1.066 5.177 -2.719  -0.0870



M? In order: 105.18 105.18 105.18 105.18 105.18 105.18 121.18 121.18 g mol⁻¹.
Energy above the lowest of the compared OMol25 structures with the same formula, charge and spin? In order: 1.339 0.938 0.944 1.544 1.272 3.300 2.688 2.922 eV.